Entry 1:
ORCA calculation (ωB97M-V with the def2-TZVPD basis set) on a structure of composition C29H32Br39ClF6NO7S at a distorted geometry.

As for the highest occupied orbital energy: -11.0 eV. The value obtained for the gap between HOMO and LUMO is 5.57 eV. As for the lowest unoccupied orbital energy: -5.394 eV. The net charge is +1. Its electronic energy is -2817714.6328 eV. The relative energy (zero: lowest compared OMol25 entry of this formula, charge and spin) comes out at 169.45 kcal per mole.

The geometry in XYZ format:
```
116
Properties=species:S:1:pos:R:3:mulliken_charge:R:1
C -2.2617 5.5112 2.1690 -1.004
C -3.2869 5.4358 0.9463 0.658
O -3.7649 4.0918 0.6418 0.011
C -2.7872 6.0901 -0.4271 -0.701
O -1.3508 6.2579 -0.5588 -0.402
C -0.6763 5.0305 -0.6879 0.046
C -1.2754 3.6991 -1.1727 -0.525
N -0.5301 2.4408 -1.2641 0.609
S -1.4011 1.0629 -1.8377 0.782
O -1.1429 -0.2050 -1.0911 -0.459
O -2.8863 1.2536 -1.9174 -0.379
C -0.8355 0.7358 -3.6196 0.646
F -1.8885 0.9868 -4.5361 -0.170
F 0.3654 1.3942 -3.9474 -0.165
F -0.5857 -0.6673 -3.7252 -0.186
C 0.8869 2.4305 -0.8739 0.289
C 1.7182 1.0762 -0.9344 -0.487
C 2.0581 0.4091 0.4789 0.314
O 1.8697 -1.0339 0.3595 -0.497
C 1.1605 0.8848 1.7111 0.467
F 1.4241 -0.0453 2.7802 -0.271
F 1.5533 2.1580 2.2525 -0.232
F -0.2329 0.8282 1.5011 -0.203
C 1.6367 3.7170 -0.4082 -0.069
C 3.1991 3.7508 -0.0187 0.039
C 4.0117 4.5304 -1.2074 0.296
C 5.4800 3.8919 -1.4201 -0.891
Cl 3.1023 4.3282 -2.8048 -0.164
C 0.8570 5.0491 -0.3066 0.794
C 1.5241 6.4149 0.1636 0.188
O 1.7538 6.5685 1.3813 -0.516
O 1.8798 7.4049 -0.7816 -0.492
H -2.0488 4.4202 2.4924 0.199
H -2.7574 5.9934 3.0957 0.345
H -1.3103 6.1067 1.9781 0.175
H -4.2269 6.0325 1.2686 0.276
H -4.5086 4.2521 0.0036 -0.237
H -3.2250 5.5484 -1.3535 0.454
H -3.2420 7.1522 -0.4780 0.179
H -2.3694 3.6839 -1.4792 0.158
H 2.7332 1.3430 -1.4242 0.207
H 1.2667 0.2656 -1.6078 0.051
H 3.1765 0.5346 0.7481 -0.193
H 2.4927 -1.4786 0.9904 0.385
H 3.6323 2.7091 0.1406 0.486
H 3.2855 4.4095 0.9162 -0.467
H 4.0894 5.6338 -0.9038 0.326
H 5.3589 3.0392 -2.1875 0.327
H 6.2486 4.6295 -1.8278 0.332
H 5.8446 3.4326 -0.4251 0.037
H 2.3629 7.0165 -1.5482 0.414
C -5.0498 0.9403 2.6026 -0.495
Br -3.2844 0.9535 1.7989 0.085
Br -6.3368 1.9177 1.5285 -0.025
Br -5.6528 -0.8613 2.9889 -0.029
H -4.9700 1.4609 3.5556 0.391
C 0.4902 -2.7731 4.8873 -0.232
Br 0.5869 -4.6147 4.2850 0.067
Br -1.0280 -1.8440 4.1191 0.005
Br 0.5120 -2.6446 6.8221 -0.021
H 1.3865 -2.2723 4.5248 0.183
C 4.9322 6.7281 2.7496 -0.182
Br 6.3489 7.5589 1.7183 -0.017
Br 4.8066 4.8231 2.3940 0.045
Br 5.1061 7.0965 4.6445 -0.007
H 3.9942 7.1751 2.4219 0.204
C -7.0333 2.3360 -2.3362 -0.292
Br -6.2071 1.0819 -3.5620 -0.029
Br -5.8484 3.8136 -1.9084 0.032
Br -8.7501 2.9587 -2.9861 0.045
H -7.2192 1.7981 -1.4073 0.307
C -12.7191 1.4731 -4.3553 -0.306
Br -14.6350 1.2302 -4.1849 -0.022
Br -12.1745 3.2691 -3.8624 -0.059
Br -11.7303 0.1251 -3.3717 -0.022
H -12.4736 1.3436 -5.4081 0.380
C 7.0496 -0.0815 -0.5331 -0.459
Br 7.1763 -0.1276 -2.4669 0.091
Br 7.9346 1.4744 0.2131 -0.018
Br 5.2084 -0.2239 0.0695 0.261
H 7.5759 -0.9577 -0.1569 0.430
C 2.9805 -7.5447 3.6358 0.551
Br 2.8234 -9.0429 4.8548 -0.019
Br 4.7065 -6.6723 3.7826 -0.021
Br 2.5852 -8.0585 1.8068 -0.026
H 2.2286 -6.8148 3.9309 -0.521
C 2.9039 -12.1054 1.7000 0.249
Br 4.7220 -12.4743 2.2650 -0.007
Br 2.5350 -12.8276 -0.0619 -0.032
Br 1.6055 -12.7051 3.0103 0.018
H 2.8064 -11.0230 1.6277 -0.207
C -8.0843 6.7077 -0.6399 -0.292
Br -7.8879 5.2428 0.6153 0.023
Br -9.7283 7.6920 -0.3480 -0.022
Br -6.5327 7.8737 -0.6327 -0.025
H -8.1480 6.2682 -1.6347 0.318
C -1.3047 -10.0488 5.6833 -0.289
Br -1.1792 -10.0574 3.7483 -0.002
Br -0.4645 -8.4765 6.4448 -0.025
Br -3.1342 -10.2597 6.2910 -0.035
H -0.7480 -10.9128 6.0431 0.346
C 1.5709 -3.4102 -4.0940 -0.240
Br 2.9922 -2.5846 -5.1249 -0.020
Br 1.4186 -5.3071 -4.4654 -0.024
Br 1.7622 -3.0599 -2.1957 0.037
H 0.6376 -2.9475 -4.4108 0.221
C -0.2950 -16.0211 0.7657 -0.228
Br 1.5224 -16.3941 1.3290 -0.011
Br -0.6666 -16.7444 -0.9952 -0.017
Br -1.5929 -16.6161 2.0786 -0.016
H -0.3895 -14.9386 0.6921 0.262
C 9.2250 -0.0354 -6.0646 -0.372
Br 7.3018 -0.2375 -5.9049 -0.043
Br 9.8042 1.7490 -5.5733 0.003
Br 10.1770 -1.4020 -5.0715 0.006
H 9.4735 -0.1735 -7.1157 0.367
```

Entry 2:
ORCA calculation (ωB97M-V with the def2-TZVPD basis set) on an isolated molecule of C6H9N3 at a distorted geometry.

As for the highest occupied orbital energy: -8.7 eV. The value obtained for the gap between HOMO and LUMO is 9.17 eV. As for the lowest unoccupied orbital energy: 0.458 eV. Its electronic energy is -10831.8388 eV. The relative energy (zero: lowest compared OMol25 entry of this formula, charge and spin) comes out at 133.47 kcal per mole.

The geometry in XYZ format:
```
18
Properties=species:S:1:pos:R:3:mulliken_charge:R:1
C 2.7845 -1.4373 -0.0389 0.110
C 0.9158 -0.3890 0.3520 0.118
C -0.8267 1.2056 1.0024 -0.486
C -2.1279 1.6146 0.3102 -0.404
C -2.4636 0.7146 -0.7180 -0.286
C -1.4179 -0.1833 -0.9688 -0.278
H 4.4743 -1.9212 -0.3142 0.278
H 3.1088 -0.7059 0.7309 0.226
H 1.3277 0.5494 1.1871 0.015
H -1.0902 0.8518 2.0503 0.260
H 0.0436 1.8375 0.8876 0.421
H -2.5717 2.6059 0.7335 0.297
H -3.5312 0.5064 -1.2695 0.231
H -2.0647 -1.2339 -1.3566 0.236
H -1.0125 0.0596 -2.0032 0.260
N 3.4463 -2.4884 -0.6459 -0.531
N 1.4701 -1.3568 -0.2876 -0.418
N -0.4647 -0.2297 0.3487 -0.048
```

Entry 3:
ORCA calculation (ωB97M-V with the def2-TZVPD basis set) on the ion C6H11N2O2 with charge +1 at a distorted geometry.

As for the highest occupied orbital energy: -14.0 eV. The value obtained for the gap between HOMO and LUMO is 8.30 eV. As for the lowest unoccupied orbital energy: -5.694 eV. The net charge is +1. Its electronic energy is -13463.9705 eV. The relative energy (zero: lowest compared OMol25 entry of this formula, charge and spin) comes out at 142.12 kcal per mole.

The geometry in XYZ format:
```
21
Properties=species:S:1:pos:R:3:mulliken_charge:R:1
C -0.5787 -0.7354 -0.3336 -0.726
C 0.7539 -1.0344 -0.1302 0.596
C -1.2080 0.4673 -0.0105 1.144
C 1.3499 -2.3792 -0.1506 -1.282
C -2.3697 0.8841 -0.8128 -1.537
C -0.9804 1.1968 1.2530 -1.252
N 1.5692 0.0552 -0.0201 0.602
N 1.1131 1.2163 -0.4715 0.080
O 1.8480 2.1718 -0.3437 -0.564
O 2.8751 -0.0911 0.3491 -0.418
H -1.1696 -1.4770 -0.8598 0.466
H 1.2133 -2.8507 -1.1266 0.339
H 0.8576 -3.0221 0.5794 0.356
H 2.4146 -2.3364 0.0635 0.412
H -2.2516 0.6025 -1.8565 0.427
H -2.5475 1.9540 -0.7313 0.407
H -3.2729 0.3837 -0.4497 0.378
H -1.9111 1.1470 1.8243 0.426
H -0.8066 2.2593 1.0818 0.380
H -0.1832 0.7868 1.8658 0.364
H 3.2846 0.8016 0.2797 0.402
```

Entry 4:
ORCA calculation (ωB97M-V with the def2-TZVPD basis set) on a structure of composition C15H5BrCl5N9O4Sn.

As for the highest occupied orbital energy: -2.4 eV. The value obtained for the gap between HOMO and LUMO is 5.95 eV. As for the lowest unoccupied orbital energy: 3.576 eV. The net charge is -2. Its electronic energy is -175722.4445 eV. The relative energy (zero: lowest compared OMol25 entry of this formula, charge and spin) comes out at 0.00 kcal per mole.

The geometry in XYZ format:
```
40
Properties=species:S:1:pos:R:3:mulliken_charge:R:1
Sn 1.2629 -0.8506 -1.2639 0.827
Cl 0.0669 -1.9110 3.5294 -0.183
C 1.6816 -1.3233 3.4838 0.228
C 2.4220 -1.5583 2.2978 0.110
C 3.7272 -1.0140 2.2367 0.339
Cl 4.6679 -0.9893 0.7912 -0.149
C 4.2703 -0.3918 3.3642 0.104
Cl 5.8956 0.1754 3.3190 -0.219
C 3.5384 -0.2155 4.5321 0.205
Cl 4.2410 0.5458 5.9106 -0.229
C 2.2200 -0.6650 4.5704 0.098
Cl 1.2705 -0.4141 5.9837 -0.220
N 1.4872 2.2611 -3.3585 -0.112
C 1.4861 1.0589 -4.0278 0.513
N 1.3608 0.9486 -5.3405 -0.579
N 1.4515 -0.3753 -5.5758 -0.563
N 1.6279 -1.0224 -4.4786 -0.391
N 1.6696 -0.1350 -3.4562 0.352
C 1.5332 2.3801 -1.9905 0.472
N 1.3985 3.5314 -1.3529 -0.527
N 1.5641 3.2232 -0.0510 -0.641
N 1.7841 1.9673 0.0963 -0.197
N 1.7915 1.3846 -1.1300 0.184
H 1.1099 3.0468 -3.8581 0.250
O 2.4532 -2.7246 0.2199 -0.728
O 1.7734 -2.2888 1.4150 -0.254
Br -7.6431 -0.6285 0.8577 -0.259
C -5.8482 -0.4643 0.2117 0.257
C -4.7998 -0.7983 1.0492 -0.541
C -3.5025 -0.6830 0.5678 -0.346
C -3.2648 -0.2465 -0.7293 -0.212
C -4.3380 0.0870 -1.5451 -0.162
C -5.6418 -0.0174 -1.0814 -0.509
C -1.8404 -0.1724 -1.2805 0.618
O -1.6896 0.1476 -2.4621 -0.698
O -0.9325 -0.4499 -0.4351 -0.603
H -4.9882 -1.1469 2.0555 0.405
H -2.6546 -0.9307 1.1930 0.543
H -4.1307 0.4253 -2.5520 0.423
H -6.4810 0.2338 -1.7159 0.393
```